(1)
{"formula": "C26H80BF4N6O11", "method": "ωB97M-V/def2-TZVPD", "species": ["O", "H", "H", "H", "C", "C", "O", "H", "H", "H", "H", "H", "B", "F", "F", "F", "F", "C", "C", "C", "O", "C", "N", "H", "H", "H", "H", "H", "H", "H", "H", "H", "H", "H", "C", "C", "C", "O", "C", "N", "H", "H", "H", "H", "H", "H", "H", "H", "H", "H", "H", "C", "C", "C", "O", "C", "N", "H", "H", "H", "H", "H", "H", "H", "H", "H", "H", "H", "C", "C", "C", "O", "C", "N", "H", "H", "H", "H", "H", "H", "H", "H", "H", "H", "H", "C", "C", "C", "O", "C", "N", "H", "H", "H", "H", "H", "H", "H", "H", "H", "H", "H", "C", "C", "C", "O", "C", "N", "H", "H", "H", "H", "H", "H", "H", "H", "H", "H", "H", "O", "H", "H", "O", "H", "H", "O", "H", "H"], "xyz": [[0.025, 2.448, 2.747], [0.695, 3.034, 3.105], [0.399, 1.566, 2.690], [-0.103, 2.838, 1.879], [-0.612, -0.304, 4.766], [0.818, 0.087, 5.254], [1.713, 0.569, 4.333], [-1.011, 0.412, 4.047], [-1.316, -0.287, 5.598], [-0.623, -1.295, 4.313], [1.280, -0.541, 6.016], [0.605, 0.966, 5.862], [-0.539, -0.017, 0.625], [-1.696, 0.598, 0.884], [-0.629, -0.752, -0.578], [0.515, 0.836, 0.602], [-0.298, -0.896, 1.688], [6.459, -1.127, -2.448], [5.523, -0.949, -3.636], [4.066, -0.665, -3.325], [3.503, -1.890, -2.699], [2.216, -1.761, -2.107], [6.100, 0.121, -4.468], [5.991, -1.549, -1.558], [6.880, -0.171, -2.137], [7.300, -1.800, -2.618], [5.483, -1.820, -4.290], [3.551, -0.310, -4.218], [4.060, 0.122, -2.571], [1.828, -2.724, -1.778], [1.516, -1.311, -2.811], [2.236, -1.132, -1.217], [5.520, 0.049, -5.292], [7.004, -0.268, -4.696], [-2.784, -5.538, -0.347], [-2.327, -3.992, -0.661], [-3.292, -3.297, -1.677], [-3.572, -4.152, -2.788], [-4.527, -3.583, -3.699], [-2.295, -3.194, 0.562], [-2.627, -6.136, -1.245], [-3.847, -5.620, -0.123], [-2.263, -6.062, 0.454], [-1.355, -4.114, -1.139], [-2.811, -2.391, -2.046], [-4.247, -3.032, -1.221], [-4.344, -2.597, -4.125], [-5.511, -3.660, -3.236], [-4.641, -4.204, -4.587], [-1.993, -2.231, 0.530], [-1.730, -3.664, 1.255], [2.325, -5.168, 1.370], [1.276, -4.248, 1.967], [0.099, -5.046, 2.442], [-0.894, -4.237, 3.036], [-1.850, -4.934, 3.794], [1.686, -3.410, 3.104], [2.714, -5.805, 2.164], [3.168, -4.591, 0.989], [1.974, -5.856, 0.601], [0.975, -3.522, 1.211], [0.479, -5.791, 3.141], [-0.313, -5.603, 1.601], [-2.590, -5.572, 3.311], [-2.493, -4.183, 4.253], [-1.427, -5.558, 4.581], [1.966, -4.160, 3.720], [0.787, -3.152, 3.484], [-2.693, 3.717, -0.014], [-1.837, 4.721, 0.861], [-2.325, 5.028, 2.307], [-3.753, 5.139, 2.411], [-4.105, 5.646, 3.642], [-0.437, 4.299, 0.826], [-2.507, 2.695, 0.316], [-2.252, 3.546, -0.996], [-3.771, 3.874, -0.036], [-1.965, 5.693, 0.385], [-1.790, 5.956, 2.509], [-2.038, 4.208, 2.965], [-5.177, 5.463, 3.712], [-4.010, 6.731, 3.651], [-3.647, 5.205, 4.527], [-0.054, 4.450, -0.096], [0.123, 4.845, 1.464], [5.212, 3.998, 1.749], [4.049, 3.571, 0.897], [3.535, 2.208, 1.162], [4.547, 1.185, 1.027], [5.538, 1.076, -0.021], [3.036, 4.626, 0.865], [4.858, 3.864, 2.771], [5.563, 5.007, 1.532], [6.076, 3.380, 1.503], [4.481, 3.583, -0.104], [2.701, 1.849, 0.559], [3.162, 2.159, 2.185], [6.080, 0.141, 0.126], [6.220, 1.922, -0.098], [4.981, 1.021, -0.956], [3.502, 5.521, 0.822], [2.650, 4.649, 1.798], [-2.886, 1.021, -2.568], [-2.304, 0.409, -3.831], [-2.390, 1.378, -5.047], [-3.636, 1.919, -5.325], [-3.672, 2.996, -6.208], [-0.954, -0.062, -3.582], [-3.927, 1.341, -2.614], [-2.267, 1.862, -2.256], [-2.834, 0.382, -1.687], [-2.934, -0.451, -4.062], [-2.023, 0.884, -5.947], [-1.745, 2.220, -4.793], [-3.088, 3.881, -5.956], [-4.644, 3.470, -6.070], [-3.570, 2.820, -7.279], [-0.618, -0.688, -4.301], [-0.976, -0.542, -2.694], [0.552, 1.625, -1.858], [-0.085, 1.178, -2.417], [0.493, 1.170, -1.017], [-3.975, -1.319, 2.336], [-3.743, -1.465, 3.253], [-3.275, -1.744, 1.841], [-4.073, 1.325, 1.731], [-4.393, 0.460, 1.986], [-3.162, 1.178, 1.477]], "multiplicity": 2, "homo_energy_ev": [-8.7, -8.7], "gap_ev": [8.0, 6.5]}

(2)
{"formula": "C26H80N8O14", "method": "ωB97M-V/def2-TZVPD", "species": ["C", "O", "H", "H", "H", "H", "C", "O", "H", "H", "H", "H", "C", "O", "H", "H", "H", "H", "C", "O", "H", "H", "H", "H", "C", "O", "N", "N", "H", "H", "H", "H", "C", "O", "N", "N", "H", "H", "H", "H", "C", "O", "N", "N", "H", "H", "H", "H", "C", "O", "N", "N", "H", "H", "H", "H", "C", "C", "C", "O", "H", "H", "H", "H", "H", "H", "H", "H", "C", "C", "C", "O", "H", "H", "H", "H", "H", "H", "H", "H", "C", "C", "C", "O", "H", "H", "H", "H", "H", "H", "H", "H", "C", "C", "C", "O", "H", "H", "H", "H", "H", "H", "H", "H", "C", "C", "C", "O", "H", "H", "H", "H", "H", "H", "H", "H", "C", "C", "C", "O", "H", "H", "H", "H", "H", "H", "H", "H"], "xyz": [[1.552, -0.824, 4.795], [0.632, -1.799, 5.190], [1.085, 0.060, 4.343], [2.277, -1.408, 4.188], [2.031, -0.378, 5.635], [1.042, -2.355, 5.946], [2.552, -2.537, -1.479], [2.787, -1.610, -2.517], [2.658, -2.147, -0.476], [3.068, -3.470, -1.476], [1.483, -2.837, -1.523], [2.052, -1.760, -3.159], [3.755, -2.487, 1.670], [4.961, -2.792, 0.990], [3.277, -1.482, 1.414], [4.087, -2.456, 2.731], [3.088, -3.316, 1.566], [5.475, -3.568, 1.393], [5.254, -0.030, -1.887], [6.391, 0.640, -1.382], [4.544, 0.509, -2.452], [4.652, -0.455, -1.049], [5.620, -0.809, -2.517], [6.693, 1.327, -1.956], [1.077, 2.017, -3.126], [1.093, 2.865, -4.197], [0.276, 0.938, -3.102], [1.890, 2.097, -2.132], [-0.439, 1.142, -3.755], [0.089, 0.230, -2.396], [2.504, 2.839, -2.121], [1.971, 1.404, -1.393], [0.350, -2.410, -3.904], [-0.548, -2.179, -2.824], [0.888, -1.486, -4.653], [1.058, -3.440, -4.061], [0.626, -0.554, -4.449], [1.280, -1.589, -5.625], [0.873, -4.219, -3.368], [1.602, -3.627, -4.884], [3.682, 1.327, 2.619], [4.335, 0.389, 3.436], [2.555, 1.926, 2.955], [4.058, 1.414, 1.401], [2.407, 1.846, 3.992], [2.161, 2.742, 2.533], [4.955, 0.850, 1.305], [3.963, 2.349, 1.054], [0.838, 0.348, 0.100], [-0.177, -0.220, -0.641], [2.088, 0.271, -0.271], [0.761, 0.869, 1.233], [2.343, -0.332, -1.046], [2.852, 0.763, 0.368], [-0.198, 0.957, 1.553], [1.589, 1.226, 1.716], [-5.331, -0.096, -4.081], [-4.312, 0.540, -3.197], [-2.912, -0.112, -3.262], [-4.085, 1.780, -3.407], [-6.186, 0.572, -4.136], [-5.775, -1.031, -3.709], [-4.780, -0.183, -5.002], [-4.770, 0.422, -2.219], [-3.057, -1.176, -3.124], [-2.130, 0.292, -2.540], [-2.503, 0.033, -4.240], [-4.124, 2.296, -2.580], [0.405, -5.307, 1.550], [-0.435, -4.208, 1.064], [0.216, -2.880, 1.459], [-0.715, -4.134, -0.159], [1.452, -5.261, 1.151], [0.002, -6.323, 1.311], [0.346, -5.347, 2.704], [-1.377, -4.152, 1.593], [1.131, -2.741, 0.924], [0.451, -2.766, 2.474], [-0.426, -2.076, 1.105], [-1.263, -3.410, -0.435], [-2.213, 2.679, -0.406], [-1.393, 3.715, -1.114], [-1.840, 3.941, -2.527], [-1.488, 4.778, -0.506], [-2.069, 2.696, 0.619], [-1.692, 1.769, -0.741], [-3.233, 2.705, -0.606], [-0.304, 3.477, -1.154], [-1.227, 4.733, -2.914], [-2.858, 4.159, -2.558], [-1.724, 2.993, -3.111], [-2.360, 5.118, -0.797], [0.879, 5.809, 3.723], [1.600, 5.316, 2.575], [0.682, 4.455, 1.676], [2.022, 6.203, 1.804], [1.533, 6.445, 4.295], [0.463, 5.029, 4.321], [0.121, 6.490, 3.402], [2.446, 4.775, 2.870], [1.247, 4.214, 0.748], [-0.129, 5.082, 1.375], [0.180, 3.603, 2.084], [1.391, 6.890, 1.732], [-1.815, 1.240, 3.527], [-1.939, -0.174, 2.870], [-3.113, -1.057, 3.395], [-2.093, -0.057, 1.631], [-1.192, 1.287, 4.421], [-2.918, 1.611, 3.719], [-1.368, 1.969, 2.831], [-1.004, -0.689, 3.110], [-2.888, -1.216, 4.496], [-2.963, -2.083, 2.902], [-4.059, -0.635, 3.254], [-2.459, -0.858, 1.181], [-3.668, -3.665, -1.861], [-3.841, -2.518, -0.869], [-4.346, -3.070, 0.421], [-2.775, -1.903, -0.520], [-4.609, -3.828, -2.430], [-3.258, -4.522, -1.340], [-2.998, -3.309, -2.670], [-4.604, -1.822, -1.300], [-4.711, -2.238, 1.033], [-3.581, -3.634, 0.887], [-5.285, -3.654, 0.221], [-2.184, -1.758, -1.247]], "e_above_lowest_kcal_mol": 66.06, "multiplicity": 1, "homo_energy_ev": -8.7, "gap_ev": 8.8}

(3)
{"formula": "C26H80O34P8", "method": "ωB97M-V/def2-TZVPD", "species": ["C", "O", "P", "O", "O", "C", "O", "C", "H", "H", "H", "H", "H", "H", "H", "H", "H", "C", "O", "P", "O", "O", "C", "O", "C", "H", "H", "H", "H", "H", "H", "H", "H", "H", "C", "O", "P", "O", "O", "C", "O", "C", "H", "H", "H", "H", "H", "H", "H", "H", "H", "C", "O", "P", "O", "O", "C", "O", "C", "H", "H", "H", "H", "H", "H", "H", "H", "H", "C", "O", "P", "O", "O", "C", "O", "C", "H", "H", "H", "H", "H", "H", "H", "H", "H", "C", "O", "P", "O", "O", "C", "O", "C", "H", "H", "H", "H", "H", "H", "H", "H", "H", "C", "O", "P", "O", "O", "C", "O", "C", "H", "H", "H", "H", "H", "H", "H", "H", "H", "C", "O", "P", "O", "O", "C", "O", "C", "H", "H", "H", "H", "H", "H", "H", "H", "H", "C", "O", "H", "H", "H", "H", "C", "O", "H", "H", "H", "H"], "xyz": [[3.279, 1.986, 2.053], [3.979, 1.861, 3.289], [4.848, 3.134, 3.769], [5.519, 2.941, 5.051], [5.810, 3.420, 2.552], [6.349, 4.732, 2.381], [3.801, 4.336, 3.703], [3.009, 4.702, 4.821], [3.511, 1.098, 1.458], [3.593, 2.855, 1.476], [2.194, 1.948, 2.145], [6.118, 5.133, 1.390], [7.438, 4.706, 2.342], [5.964, 5.398, 3.146], [1.964, 4.685, 4.504], [3.298, 5.688, 5.183], [3.050, 4.026, 5.678], [3.290, -3.741, -3.978], [2.893, -2.721, -4.905], [1.374, -2.178, -4.855], [1.077, -1.491, -3.592], [1.266, -1.328, -6.194], [1.905, -0.067, -6.328], [0.479, -3.444, -5.179], [0.764, -4.208, -6.368], [4.065, -3.317, -3.342], [3.652, -4.605, -4.533], [2.451, -4.064, -3.357], [1.325, 0.727, -5.860], [2.021, 0.144, -7.389], [2.904, -0.013, -5.893], [0.996, -5.215, -6.026], [1.589, -3.787, -6.939], [-0.112, -4.248, -7.012], [3.779, 0.331, -2.350], [4.072, -0.046, -3.695], [5.560, -0.331, -4.137], [6.255, -1.511, -3.587], [5.340, -0.293, -5.718], [6.158, -1.022, -6.635], [6.311, 1.052, -3.855], [7.730, 1.106, -4.005], [4.545, -0.002, -1.647], [2.847, -0.147, -2.055], [3.683, 1.413, -2.268], [5.550, -1.798, -7.094], [7.034, -1.454, -6.153], [6.487, -0.316, -7.396], [8.244, 1.474, -3.120], [7.938, 1.697, -4.893], [8.147, 0.101, -4.121], [-3.608, -1.254, 1.444], [-4.811, -1.205, 2.257], [-6.019, -0.300, 1.755], [-5.668, 0.906, 0.988], [-6.982, -1.282, 0.959], [-8.010, -0.841, 0.095], [-6.811, -0.061, 3.128], [-6.286, 0.841, 4.093], [-2.795, -0.763, 1.974], [-3.758, -0.743, 0.493], [-3.384, -2.307, 1.302], [-8.000, -1.438, -0.818], [-7.878, 0.195, -0.222], [-8.983, -0.975, 0.566], [-5.450, 0.403, 4.638], [-7.093, 1.025, 4.803], [-6.017, 1.812, 3.676], [2.468, -3.522, 5.289], [1.782, -4.549, 4.600], [0.192, -4.715, 4.737], [-0.516, -3.483, 5.097], [-0.151, -5.405, 3.334], [-0.378, -4.555, 2.213], [-0.031, -5.923, 5.743], [0.589, -5.942, 7.041], [3.251, -3.951, 5.925], [1.854, -2.927, 5.965], [2.998, -2.863, 4.601], [-1.398, -4.725, 1.867], [0.297, -4.813, 1.398], [-0.282, -3.485, 2.405], [1.438, -6.619, 7.072], [-0.208, -6.241, 7.715], [0.892, -4.926, 7.297], [-2.635, 2.287, 2.245], [-2.932, 3.393, 3.085], [-2.543, 4.850, 2.541], [-2.913, 5.090, 1.131], [-0.995, 4.992, 2.828], [-0.047, 4.279, 2.038], [-3.219, 5.823, 3.600], [-4.631, 5.789, 3.771], [-1.950, 1.591, 2.729], [-2.192, 2.502, 1.271], [-3.507, 1.709, 1.932], [-0.351, 4.156, 0.999], [0.141, 3.303, 2.497], [0.904, 4.808, 2.108], [-5.025, 6.802, 3.680], [-4.834, 5.389, 4.764], [-5.153, 5.189, 3.022], [-0.404, 1.683, -3.651], [-1.646, 2.351, -3.446], [-2.160, 2.628, -1.965], [-1.817, 1.621, -0.958], [-3.716, 2.841, -2.217], [-4.526, 3.175, -1.093], [-1.567, 4.050, -1.573], [-2.016, 5.281, -2.170], [0.125, 1.555, -2.705], [0.215, 2.230, -4.357], [-0.552, 0.677, -4.044], [-4.647, 4.259, -1.054], [-4.131, 2.790, -0.152], [-5.514, 2.720, -1.172], [-2.637, 5.069, -3.038], [-1.108, 5.790, -2.487], [-2.519, 5.878, -1.414], [-1.941, -1.463, -2.859], [-2.753, -2.111, -1.899], [-2.758, -3.706, -1.784], [-2.846, -4.490, -3.020], [-1.472, -4.053, -0.907], [-0.178, -4.127, -1.461], [-3.924, -3.874, -0.712], [-5.275, -3.863, -1.144], [-1.133, -0.927, -2.359], [-2.464, -0.714, -3.460], [-1.458, -2.113, -3.590], [0.266, -5.117, -1.351], [0.483, -3.437, -0.929], [-0.125, -3.838, -2.512], [-5.665, -4.844, -1.409], [-5.421, -3.157, -1.968], [-5.881, -3.461, -0.329], [0.826, -0.782, 3.679], [0.427, 0.490, 3.208], [1.189, -0.808, 4.701], [0.025, -1.517, 3.556], [1.625, -1.133, 3.008], [0.069, 0.378, 2.313], [0.682, -0.632, 0.123], [-0.490, -0.047, 0.636], [0.835, -1.646, 0.495], [0.683, -0.731, -0.970], [1.557, -0.013, 0.353], [-0.968, 0.464, -0.046]], "e_above_lowest_kcal_mol": 0.00, "multiplicity": 1, "homo_energy_ev": -9.5, "gap_ev": 9.8, "smiles": "COP(=O)(OC)OC.COP(=O)(OC)OC.COP(=O)(OC)OC.COP(=O)(OC)OC.COP(=O)(OC)OC.COP(=O)(OC)OC.COP(=O)(OC)OC.COP(=O)(OC)OC.CO.CO"}